*w*
The following is a quantum chemistry calculation of an isolated ion of composition C5H8NO2 and charge +1, from the OMol25 dataset.

Last column: Löwdin charge in e.
Cartesian coordinates (Å):
1 C 1.269 -1.366 -0.326  0.022
2 C -0.026 -1.083 -0.680  0.076
3 C 2.006 -0.227 0.238  0.013
4 C -0.390 0.279 -0.210  -0.448
5 C -1.773 0.987 -0.462  0.055
6 N -0.032 0.283 1.269  0.119
7 O 1.837 0.924 -0.305  0.070
8 O 0.613 1.159 -0.856  0.058
9 H 1.698 -2.405 -0.351  0.156
10 H -0.697 -1.776 -1.140  0.134
11 H 2.768 -0.290 1.020  0.177
12 H -2.348 0.286 -1.123  0.108
13 H -1.774 1.856 -1.125  0.106
14 H -2.289 1.023 0.440  0.061
15 H -0.273 -0.626 1.808  0.167
16 H -0.589 0.977 1.803  0.125

As for the LUMO energy: -0.2148 Eh. As for the total charge: +1. For the orbital gap, the calculation gives 9.5 eV. The HOMO energy is -15.30 eV.

*x*
The following is a quantum chemistry calculation of an isolated ion of composition C5H8NO2 and charge +1, from the OMol25 dataset.

Last column: Löwdin charge in e.
Cartesian coordinates (Å):
1 C 0.797 -0.786 -0.644  0.023
2 C 0.275 0.438 -0.696  -0.062
3 C 0.214 -1.490 0.516  -0.262
4 C -0.911 0.339 0.669  -0.136
5 C 0.275 1.675 -1.573  -0.004
6 N -0.003 -0.377 1.583  0.158
7 O -1.105 -1.848 0.329  0.033
8 O -1.857 -0.655 0.416  0.042
9 H 1.529 -1.267 -1.310  0.147
10 H 0.852 -2.226 1.044  0.192
11 H -1.331 1.287 0.936  0.169
12 H 0.432 2.577 -1.087  0.066
13 H -0.697 1.705 -2.118  0.122
14 H 0.996 1.516 -2.287  0.060
15 H -0.457 -0.913 2.302  0.176
16 H 0.990 0.024 1.920  0.274

As for the LUMO energy: -0.1342 Eh. As for the total charge: +1. The SMILES is CC1=C[C@H]2[NH2+][C@@H]1OO2. For the orbital gap, the calculation gives 10.9 eV. The HOMO energy is -14.51 eV.

Energies relative to the minimum, hartree: *w* 0.0000; *x* 0.0024

*w*
The following is a quantum chemistry calculation of one molecule with the formula CH3O3PS2, from the OMol25 dataset.

Last column: Löwdin charge in e.
Cartesian coordinates (Å):
1 C 0.014 1.409 -0.122  -0.332
2 O -1.492 -0.648 1.232  -0.792
3 O 0.155 -2.976 -1.346  -0.390
4 O 1.108 -0.845 -0.317  -0.783
5 P -0.228 -1.614 -1.246  0.935
6 S -0.221 -0.324 2.143  0.540
7 S 1.190 0.319 0.730  0.710
8 H -0.880 0.865 0.050  -0.033
9 H 0.273 1.294 -1.213  0.057
10 H 0.081 2.521 0.088  0.088

As for the LUMO energy: -0.0205 Eh. For the orbital gap, the calculation gives 7.7 eV. The HOMO energy is -8.27 eV.

*x*
The following is a quantum chemistry calculation of one molecule with the formula CH3O3PS2, from the OMol25 dataset.

Last column: Löwdin charge in e.
Cartesian coordinates (Å):
1 C -0.180 -1.590 -0.293  -0.243
2 O 1.738 1.013 -0.760  -0.795
3 O -0.759 3.179 0.331  -0.411
4 O -0.932 0.751 0.821  -0.777
5 P -1.096 1.969 -0.375  0.857
6 S 2.052 0.507 0.665  0.524
7 S 0.213 -0.395 1.123  0.700
8 H -0.874 -0.970 -1.010  0.083
9 H -0.738 -2.373 0.282  0.049
10 H 0.577 -2.090 -0.783  0.013

As for the LUMO energy (alpha / beta): -0.0217 / -0.0217 Eh. For the orbital gap (alpha / beta), the calculation gives 7.6 / 7.6 eV. The HOMO energy (alpha / beta) is -8.16 / -8.16 eV.

Energies relative to the minimum, hartree: *w* 0.0000; *x* 0.0052

*w*
The following is a quantum chemistry calculation of a 6-piece molecular cluster, H12O5S overall, from the OMol25 dataset.

Last column: Löwdin charge in e.
Cartesian coordinates (Å):
1 S -1.772 2.508 0.814  0.439
2 H -1.592 1.159 1.103  -0.218
3 H -0.378 2.715 1.195  -0.132
4 H 0.985 -0.928 2.585  0.130
5 H 0.363 -2.226 2.225  0.063
6 O 0.400 -1.333 1.781  -0.134
7 H -2.427 -0.818 -0.114  0.033
8 H -1.683 -1.691 0.716  -0.016
9 O -2.379 -1.797 0.068  -0.069
10 H 2.217 0.360 0.476  -0.041
11 H 0.783 0.955 0.450  0.035
12 O 1.781 1.110 0.240  -0.064
13 H 0.018 0.992 -2.111  -0.004
14 H -1.433 0.690 -2.099  0.042
15 O -0.600 0.460 -1.716  -0.033
16 H 1.157 -0.860 -1.519  0.107
17 H 2.421 -0.214 -2.136  -0.028
18 O 2.141 -1.080 -1.959  -0.111

As for the LUMO energy: -0.0013 Eh. The SMILES is O.O.O.O.O.S. For the orbital gap, the calculation gives 10.0 eV. The HOMO energy is -10.03 eV.

*x*
The following is a quantum chemistry calculation of a 6-piece molecular cluster, H12O5S overall, from the OMol25 dataset.

Last column: Löwdin charge in e.
Cartesian coordinates (Å):
1 S 3.078 0.342 -1.315  0.510
2 H 3.542 0.025 -2.514  -0.227
3 H 3.121 1.664 -1.481  -0.211
4 H -3.430 -3.073 0.635  0.026
5 H -2.418 -2.049 1.287  0.028
6 O -2.542 -2.727 0.624  -0.050
7 H 1.270 0.856 3.792  0.038
8 H 1.633 2.119 4.594  0.013
9 O 1.902 1.592 3.861  -0.055
10 H 1.101 0.285 1.172  0.009
11 H 0.033 0.611 0.312  0.018
12 O 0.151 0.124 1.140  -0.072
13 H -1.002 -1.427 -1.834  0.043
14 H 0.374 -1.436 -2.207  0.039
15 O -0.285 -0.796 -1.925  -0.065
16 H -1.505 0.943 -2.123  -0.016
17 H -2.861 1.327 -1.713  0.031
18 O -2.163 1.621 -2.306  -0.058

As for the LUMO energy: 0.0166 Eh. The SMILES is O.O.O.O.O.S. For the orbital gap, the calculation gives 10.4 eV. The HOMO energy is -9.97 eV.

Energies relative to the minimum, hartree: *w* 0.0403; *x* 0.0000

*w*
The following is a quantum chemistry calculation of a 2-piece molecular cluster, C4H3BrO overall, from the OMol25 dataset.

Last column: Löwdin charge in e.
Cartesian coordinates (Å):
1 C 1.275 0.041 -0.777  -0.136
2 C 2.392 0.471 -0.659  -0.793
3 C -0.895 -1.013 -0.235  -0.217
4 C -1.393 0.082 0.468  -0.055
5 O -0.924 -2.108 -0.582  0.246
6 Br 4.076 1.162 -0.111  0.563
7 H -1.597 0.921 -0.394  0.188
8 H -0.698 0.568 1.118  0.085
9 H -2.236 -0.124 1.172  0.119

As for the LUMO energy: -0.0145 Eh. For the orbital gap, the calculation gives 8.3 eV. The HOMO energy is -8.69 eV.

*x*
The following is a quantum chemistry calculation of a 2-piece molecular cluster, C4H3BrO overall, from the OMol25 dataset.

Last column: Löwdin charge in e.
Cartesian coordinates (Å):
1 C 1.259 -0.902 -0.572  -0.036
2 C 0.819 -1.348 -1.595  -0.675
3 C -0.371 1.120 0.295  -0.329
4 C -1.319 1.126 1.216  0.023
5 O 0.385 1.637 -0.410  0.145
6 Br 0.527 -2.911 -2.539  0.694
7 H 1.688 -0.330 0.246  0.059
8 H -0.817 1.166 2.157  0.053
9 H -2.172 0.441 1.202  0.066

As for the LUMO energy: 0.0077 Eh. The SMILES is C#CBr.C=C=O. For the orbital gap, the calculation gives 9.6 eV. The HOMO energy is -9.42 eV.

Energies relative to the minimum, hartree: *w* 0.0473; *x* 0.0000

*w*
The following is a quantum chemistry calculation of an isolated ion of composition C4H11NP and charge +1, from the OMol25 dataset.

Last column: Löwdin charge in e.
Cartesian coordinates (Å):
1 C 0.157 -0.614 0.645  -0.203
2 C 1.572 -1.287 0.473  -0.433
3 C 0.365 1.322 -0.973  0.054
4 C -1.757 0.303 -0.337  0.007
5 N -0.319 0.071 -0.612  -0.224
6 P 3.008 -0.019 0.135  0.879
7 H -0.511 -1.329 0.972  0.098
8 H 0.111 0.186 1.440  0.145
9 H 1.950 -1.913 1.232  0.050
10 H 1.550 -2.000 -0.298  0.040
11 H 0.426 1.697 -2.105  0.144
12 H 0.035 2.038 -0.278  0.058
13 H -1.913 1.173 -0.905  0.087
14 H -2.397 -0.478 -0.515  0.087
15 H -1.963 0.494 0.745  0.134
16 H -0.117 -0.702 -1.319  0.213
17 H 2.627 0.949 1.147  -0.136

As for the LUMO energy (alpha / beta): -0.1781 / -0.1915 Eh. As for the total charge: +1. For the orbital gap (alpha / beta), the calculation gives 9.1 / 7.4 eV. The HOMO energy (alpha / beta) is -13.98 / -12.60 eV.

*x*
The following is a quantum chemistry calculation of an isolated ion of composition C4H11NP and charge +1, from the OMol25 dataset.

Last column: Löwdin charge in e.
Cartesian coordinates (Å):
1 C 0.984 -0.482 0.263  -0.215
2 C -0.394 -0.873 0.741  -0.286
3 C 0.855 0.975 0.101  -0.054
4 C -1.410 -0.776 -0.339  -0.392
5 N 2.035 1.631 -0.517  0.212
6 P -3.127 -0.546 -0.161  0.878
7 H 1.830 -0.691 0.901  0.130
8 H 1.119 -0.940 -0.655  0.093
9 H -0.668 -1.802 1.153  0.111
10 H -0.734 -0.218 1.493  0.094
11 H 0.445 1.332 0.964  0.082
12 H -1.236 -0.562 -1.428  0.071
13 H 2.307 1.258 -1.406  0.166
14 H 2.875 1.630 -0.013  0.147
15 H 1.956 2.576 -0.806  0.157
16 H -3.356 -1.273 0.955  -0.095
17 H -3.481 -1.239 -1.247  -0.099

As for the LUMO energy (alpha / beta): -0.1293 / -0.1887 Eh. As for the total charge: +1. For the orbital gap (alpha / beta), the calculation gives 9.6 / 5.3 eV. The HOMO energy (alpha / beta) is -13.12 / -10.45 eV.

Energies relative to the minimum, hartree: *w* 0.0000; *x* 0.0251

*w*
The following is a quantum chemistry calculation of a 2-piece molecular cluster, CHFOS2 overall, from the OMol25 dataset.

Last column: Löwdin charge in e.
Cartesian coordinates (Å):
1 C 1.091 -0.225 -0.122  -0.785
2 O -0.537 1.146 0.008  -0.681
3 F 0.763 -1.331 0.417  0.023
4 S 2.502 0.217 -0.625  0.795
5 S -1.619 0.371 0.727  0.741
6 H -2.200 -0.178 -0.405  -0.093

As for the LUMO energy (alpha / beta): -0.0418 / -0.0292 Eh. For the orbital gap (alpha / beta), the calculation gives 7.2 / 8.1 eV. The HOMO energy (alpha / beta) is -8.35 / -8.91 eV.

*x*
The following is a quantum chemistry calculation of one molecule with the formula CHFOS2, from the OMol25 dataset.

Last column: Löwdin charge in e.
Cartesian coordinates (Å):
1 C 1.054 -0.097 0.097  -1.055
2 O -0.167 -0.419 -0.231  -0.476
3 F 1.170 1.226 0.331  0.014
4 S 2.174 -1.217 0.191  0.795
5 S -1.598 0.556 0.144  0.838
6 H -2.634 -0.050 -0.533  -0.116

As for the LUMO energy: -0.0248 Eh. The SMILES is FC(=S)OS. For the orbital gap, the calculation gives 8.8 eV. The HOMO energy is -9.52 eV.

Energies relative to the minimum, hartree: *w* 0.0901; *x* 0.0000

*w*
The following is a quantum chemistry calculation of C2H13NO3S as an isolated structure, from the OMol25 dataset.

Last column: Löwdin charge in e.
Cartesian coordinates (Å):
1 C 1.034 -0.316 0.338  -0.396
2 C -0.420 -0.617 0.563  -0.561
3 S -1.256 0.948 1.028  0.790
4 N 1.790 -1.524 0.524  0.097
5 H 0.117 0.591 -2.578  0.071
6 H 1.319 0.137 -0.585  0.085
7 H -0.767 -1.062 -0.400  0.083
8 H -0.573 -1.178 1.518  0.082
9 H -0.495 0.250 -2.241  0.049
10 H 2.793 -1.348 0.722  0.118
11 H 1.363 0.422 1.170  0.143
12 H 1.562 -2.155 -2.662  -0.018
13 H 1.880 -2.145 -0.413  0.101
14 O 2.038 -1.693 -1.954  -0.244
15 H -4.341 0.308 2.088  0.027
16 H -2.804 0.317 2.293  -0.122
17 O -3.658 0.022 2.709  -0.130
18 H -0.435 2.478 -0.617  -0.091
19 H 0.606 3.586 -0.401  0.058
20 O 0.247 2.979 -1.103  -0.140

As for the LUMO energy: -0.1892 Eh. For the orbital gap, the calculation gives 3.8 eV. The HOMO energy is -8.95 eV.

*x*
The following is a quantum chemistry calculation of a 4-piece molecular cluster, C2H13NO3S overall, from the OMol25 dataset.

Last column: Löwdin charge in e.
Cartesian coordinates (Å):
1 C -0.374 -2.480 -0.270  -0.359
2 C -1.680 -2.186 -1.004  -0.538
3 S -2.335 -0.478 -0.781  0.686
4 N 0.749 -1.626 -0.609  -0.024
5 H -0.536 -2.526 0.811  0.114
6 H -0.065 -3.483 -0.615  0.111
7 H -1.352 -2.297 -2.042  0.062
8 H -2.446 -2.903 -0.731  0.065
9 H -1.401 0.291 -0.223  -0.197
10 H 0.874 -1.327 -1.572  0.084
11 H 0.578 -0.713 -0.196  0.031
12 H 2.522 -0.140 -0.015  0.000
13 H 2.587 -0.432 1.543  0.048
14 O 2.834 0.151 0.825  -0.037
15 H -0.044 2.652 1.049  0.022
16 H -0.426 3.746 -0.134  0.036
17 O 0.137 3.052 0.202  -0.071
18 H 2.487 3.112 1.120  0.041
19 H 2.154 1.957 1.934  0.005
20 O 2.008 2.914 1.934  -0.079

As for the LUMO energy: 0.0202 Eh. The SMILES is NCCS.O.O.O. For the orbital gap, the calculation gives 9.8 eV. The HOMO energy is -9.24 eV.

Energies relative to the minimum, hartree: *w* 0.2578; *x* 0.0000

*w*
The following is a quantum chemistry calculation of C3H4ClN3 as an isolated structure, from the OMol25 dataset.

Last column: Löwdin charge in e.
Cartesian coordinates (Å):
1 C -0.885 0.126 -0.757  -0.153
2 C 0.013 -0.677 -1.074  0.098
3 C -0.682 1.067 0.413  -0.226
4 N -0.065 0.378 1.530  -0.038
5 N 0.857 -0.447 1.465  -0.137
6 N 1.444 -0.716 0.300  -0.524
7 Cl 2.550 -2.043 0.277  0.545
8 H -1.922 0.351 -1.238  0.157
9 H 0.380 -1.483 -1.597  0.044
10 H -0.058 1.875 0.001  0.124
11 H -1.632 1.569 0.679  0.110

As for the LUMO energy: -0.0080 Eh. For the orbital gap, the calculation gives 8.7 eV. The HOMO energy is -8.92 eV.

*x*
The following is a quantum chemistry calculation of one molecule with the formula C3H4ClN3, from the OMol25 dataset.

Last column: Löwdin charge in e.
Cartesian coordinates (Å):
1 C -1.312 0.223 1.058  -0.189
2 C 0.737 -0.718 -0.070  -0.095
3 C 2.115 -0.564 -0.341  -0.530
4 N -0.240 -0.193 0.376  0.119
5 N -2.310 1.013 0.536  -0.123
6 N -2.489 1.111 -0.733  0.004
7 Cl 2.791 1.025 0.271  0.512
8 H -1.226 0.254 2.062  0.064
9 H 2.376 -0.661 -1.451  0.123
10 H 2.412 -1.396 0.144  0.036
11 H -3.233 1.941 -0.759  0.080

As for the LUMO energy (alpha / beta): -0.0215 / -0.0215 Eh. For the orbital gap (alpha / beta), the calculation gives 7.5 / 7.5 eV. The HOMO energy (alpha / beta) is -8.05 / -8.05 eV.

Energies relative to the minimum, hartree: *w* 0.0469; *x* 0.0000